This record from OMol25 describes the molecule C20H28N4O4S at a distorted geometry. The level of theory is ωB97M-V/def2-TZVPD.

The HOMO energy comes out at -7.9 eV. As for the calculated total energy: -46179.478 eV. As for the HOMO-LUMO gap: 0.3170 hartree. Its structure (SMILES) is COc1ccc(N(CC(=O)N2CCCCC2)S(=O)(=O)c2c(C)nn(C)c2C)cc1. As for the total charge: 0.

XYZ file:
```
57
Properties=species:S:1:pos:R:3:forces:R:3:lowdin_charge:R:1
C -6.921734 -0.095987 -0.345134 -0.1 0.2 0.0 -0.095
O -6.118618 -1.212408 -0.052656 0.3 -0.2 0.1 -0.089
C -4.762698 -1.047044 -0.036372 0.1 -0.2 0.0 -0.278
C -4.008530 -2.186438 0.233327 -0.3 0.2 0.0 0.001
C -2.630739 -2.133029 0.271252 0.3 0.1 0.0 -0.012
C -1.958196 -0.929177 0.058676 -1.0 0.2 -0.1 -0.255
N -0.568022 -0.825507 0.122246 1.0 0.7 -0.5 -0.141
C 0.243670 -1.922353 0.597066 0.4 0.0 -0.1 -0.084
C 1.566293 -1.331708 1.092558 0.0 -0.4 0.8 -0.459
O 1.556735 -0.246379 1.649053 0.0 0.0 0.1 0.046
N 2.685260 -2.074732 1.001185 0.2 -0.1 0.2 -0.045
C 2.856504 -3.308157 0.265307 -0.2 -0.2 -0.4 -0.149
C 3.450441 -3.010011 -1.112757 0.1 -0.2 0.1 -0.169
C 4.795004 -2.308243 -0.937811 -0.2 0.2 -0.1 -0.197
C 4.599290 -1.049988 -0.095617 0.1 -0.2 0.1 -0.166
C 3.956094 -1.411267 1.242524 0.1 0.5 0.1 -0.134
S 0.233711 0.236754 -0.909303 -0.3 0.3 -0.4 0.731
O -0.588987 0.495039 -2.058553 -0.1 0.0 0.2 -0.261
O 1.520304 -0.347362 -1.193629 0.0 0.0 0.2 -0.273
C 0.446445 1.767505 -0.058236 0.1 -0.2 -0.3 -0.178
C -0.021401 2.286636 1.169748 0.0 0.0 0.0 -0.310
C -0.810236 1.629784 2.240212 0.0 0.0 0.1 -0.019
N 0.395923 3.531753 1.303531 -0.4 0.1 0.8 0.129
N 1.113338 3.830214 0.217784 -0.1 -0.9 -0.5 -0.158
C 1.709878 5.125002 0.072798 0.2 0.3 -0.1 -0.011
C 1.175398 2.792550 -0.639646 -0.1 -0.1 0.0 -0.246
C 1.902677 2.835465 -1.929440 0.0 0.1 0.0 -0.001
C -2.716124 0.206561 -0.213117 -0.1 -0.2 0.1 -0.039
C -4.097353 0.150962 -0.267885 -0.2 0.0 0.0 0.000
H -6.797482 0.696488 0.400398 0.0 0.0 0.0 0.095
H -6.706387 0.305406 -1.340737 0.0 0.0 0.0 0.095
H -7.948908 -0.456827 -0.317419 0.1 0.1 0.0 0.092
H -4.525980 -3.117672 0.401730 0.0 -0.1 0.0 0.119
H -2.085132 -3.043730 0.460786 0.1 -0.1 0.0 0.105
H 0.388156 -2.659667 -0.197622 0.0 0.0 0.2 0.123
H -0.252147 -2.388080 1.454684 0.0 0.1 -0.1 0.146
H 3.552460 -3.932244 0.839567 -0.1 0.0 0.0 0.129
H 1.916337 -3.851052 0.186166 0.1 0.0 0.1 0.112
H 2.769165 -2.345098 -1.646309 0.0 -0.1 -0.1 0.100
H 3.565608 -3.936208 -1.678085 0.0 0.0 0.0 0.112
H 5.500546 -2.980806 -0.441007 0.1 0.0 0.0 0.111
H 5.208961 -2.045657 -1.912383 0.1 -0.1 0.0 0.109
H 3.924079 -0.372057 -0.620370 0.1 0.1 0.0 0.104
H 5.551549 -0.545756 0.075295 0.0 0.1 0.0 0.112
H 4.598879 -2.089793 1.813079 0.0 0.0 0.0 0.128
H 3.757713 -0.516632 1.833002 0.1 -0.2 0.0 0.121
H -0.264208 0.754148 2.583315 -0.1 0.0 0.1 0.068
H -0.934437 2.330656 3.060876 -0.1 0.0 0.1 0.082
H -1.786258 1.310995 1.880765 -0.1 0.0 0.1 0.063
H 1.441945 5.707388 0.951315 0.0 0.0 -0.1 0.091
H 2.796517 5.043811 0.007726 0.0 0.0 0.0 0.092
H 1.336896 5.623216 -0.824093 0.0 0.0 0.0 0.092
H 1.471408 3.588224 -2.589674 0.0 0.0 -0.1 0.093
H 1.828683 1.862758 -2.406610 0.1 0.1 -0.1 0.068
H 2.953308 3.078993 -1.770721 0.1 0.0 -0.1 0.091
H -2.219249 1.140368 -0.415359 -0.1 0.1 0.0 0.102
H -4.639709 1.056046 -0.490238 -0.1 0.1 0.0 0.107
```
Positions in Å, forces in eV/Å.


This record from OMol25 describes a structure of composition C20H28NO2SV at a distorted geometry. The level of theory is ωB97M-V/def2-TZVPD.

The HOMO energy (alpha / beta) comes out at -1.3 / -1.6 eV. As for the spin multiplicity: 4. As for the calculated total energy: -63294.258 eV. As for the HOMO-LUMO gap (alpha / beta): 0.1265 / 0.1349 hartree. As for the total charge: -1.

XYZ file:
```
53
Properties=species:S:1:pos:R:3:forces:R:3:lowdin_charge:R:1
O -0.122133 0.043315 0.585618 1.4 -0.4 -2.2 -0.197
C 0.925663 -0.496803 -0.388224 -0.7 0.1 1.6 -0.090
C 0.428898 0.406957 -1.506360 -0.2 0.0 0.3 -0.079
H 0.725083 -1.571690 -0.512607 0.3 0.4 0.0 0.120
H 1.935941 -0.295104 0.006931 -0.5 -0.2 -0.2 0.106
C -0.706142 0.805112 -0.535502 -0.4 0.1 0.3 -0.549
H 0.107359 -0.121254 -2.414393 0.2 0.3 0.2 0.095
H 1.113010 1.238886 -1.715340 -0.2 -0.3 -0.1 0.115
C -2.051825 0.190986 -0.902896 -0.3 0.1 0.0 -0.027
H -1.968922 -0.908396 -0.920881 -0.1 0.4 0.0 0.094
H -2.361283 0.545464 -1.900437 0.1 -0.1 0.2 0.084
H -2.833431 0.486840 -0.179481 0.4 -0.3 -0.3 0.076
C -0.826342 2.286854 -0.204282 -0.1 0.1 0.0 -0.020
H 0.169699 2.735145 -0.069754 -0.4 -0.1 0.1 0.077
H -1.425102 2.437196 0.716070 0.4 -0.2 -0.4 0.080
H -1.341587 2.806752 -1.030679 0.2 -0.1 0.2 0.087
V -0.047469 0.113047 3.042074 0.1 0.8 -1.5 0.706
C 0.963502 1.646425 4.332005 1.6 1.0 -0.4 -0.205
C 2.037456 0.607310 4.237793 -1.9 1.0 -1.2 -0.127
C 2.375604 0.506393 2.841460 -0.6 1.6 0.9 -0.177
H 2.154614 -0.220574 4.957127 0.3 1.0 -0.4 0.089
C 1.698960 1.587746 2.152323 0.3 -0.3 0.7 -0.207
C 0.757876 2.232521 3.036321 2.3 -0.5 0.5 -0.196
H 0.154145 3.126260 2.859028 0.2 -0.5 -0.2 0.103
H 0.379783 2.028170 5.213784 1.1 -0.7 -1.0 0.111
H 3.130414 -0.189832 2.476115 -0.3 0.3 -0.2 0.082
H 1.964048 1.931322 1.170498 -0.2 -0.1 -0.4 0.070
C -1.417042 -0.437930 4.640668 -5.5 -3.0 4.1 -0.514
C -2.003807 0.786933 3.937096 1.4 -0.5 1.1 -0.122
C -2.311663 0.413985 2.623407 0.0 -1.7 -0.1 -0.203
H -1.973033 1.768862 4.446007 -0.3 -0.7 -0.7 0.110
C -2.080531 -1.038218 2.462248 -0.5 1.4 0.3 -0.177
C -1.574824 -1.574161 3.645198 0.2 0.2 -0.1 -0.110
H -1.285776 -2.610863 3.933089 -0.4 1.0 -0.6 0.103
H -1.604124 -0.724903 5.851209 -2.8 0.3 -2.4 0.137
H -2.787354 1.086829 1.930683 0.1 -0.2 -0.4 0.070
H -2.315639 -1.613102 1.579982 0.1 0.2 -0.2 0.082
O 0.697427 -1.662564 -4.535566 0.5 -0.1 -2.7 -0.164
C 0.249065 -0.568914 -5.401661 0.0 0.8 0.5 -0.208
C 0.416298 -0.958920 -6.893782 -0.2 -0.4 0.7 -0.180
H 0.869695 0.336559 -5.189742 -0.3 -0.6 0.0 0.119
H -0.796849 -0.323517 -5.131214 0.5 -0.2 -0.2 0.116
C 1.628105 -1.903622 -6.822115 -0.1 0.3 0.7 -0.181
H 0.564949 -0.083759 -7.553823 -0.1 -0.5 0.4 0.113
H -0.472512 -1.530455 -7.208194 0.3 0.3 -0.1 0.110
C 1.393247 -2.594904 -5.450880 -0.1 -0.5 0.3 -0.184
H 2.550756 -1.301185 -6.762589 -0.3 -0.3 -0.2 0.110
H 1.688198 -2.612939 -7.668860 0.0 0.3 0.5 0.112
H 2.337389 -2.917522 -4.971538 -0.5 0.2 -0.2 0.115
H 0.767732 -3.506531 -5.614399 0.3 0.6 0.3 0.117
S 0.049227 0.009636 7.702066 -0.7 0.2 3.4 0.541
C 0.175334 -0.026781 6.176003 1.9 -1.4 -5.3 -0.895
N -0.102100 -0.371044 4.930389 3.6 0.7 4.5 -0.242
```
Positions in Å, forces in eV/Å.


This record from OMol25 describes a structure of composition C20H28NO5RuS. The level of theory is ωB97M-V/def2-TZVPD.

The HOMO energy (alpha / beta) comes out at -7.2 / -7.3 eV. As for the spin multiplicity: 2. As for the calculated total energy: -46338.994 eV. As for the HOMO-LUMO gap (alpha / beta): 0.2784 / 0.2699 hartree. As for the total charge: 0.

XYZ file:
```
56
Properties=species:S:1:pos:R:3:forces:R:3:lowdin_charge:R:1
Ru 0.038706 -0.204761 0.527033 -0.2 0.6 0.4 1.114
C -2.773569 -1.213860 2.205380 -0.2 -0.3 0.0 -0.089
O -1.685558 -0.310736 2.329405 0.2 -0.6 -0.1 -0.339
C -0.942307 -0.498054 3.521912 0.1 -0.1 0.2 -0.191
C 0.163033 0.522147 3.500809 0.0 0.2 0.0 -0.171
O 1.047536 0.301974 2.407174 0.2 -0.3 0.0 -0.323
C 2.205249 -0.476310 2.743154 -0.1 0.0 0.0 -0.063
H -3.494535 -1.048761 3.011784 0.0 0.0 0.0 0.096
H -2.422840 -2.248578 2.228565 0.0 0.0 0.0 0.075
H -3.238732 -1.027554 1.241307 0.0 0.0 0.0 0.100
H -0.541208 -1.518921 3.574135 -0.1 0.0 -0.1 0.129
H -1.581390 -0.334411 4.398733 0.0 0.0 -0.1 0.140
H 0.728971 0.528283 4.435095 -0.1 -0.1 0.0 0.135
H -0.275193 1.510029 3.352145 0.1 0.0 0.0 0.127
H 2.775852 0.050028 3.510600 0.0 0.0 0.0 0.097
H 2.780904 -0.570407 1.829760 0.0 0.0 -0.1 0.076
H 1.913601 -1.466082 3.101845 0.0 0.0 0.0 0.091
O -1.110873 -0.350609 -3.340595 -0.1 0.0 0.0 0.049
C -0.875432 -0.875498 -2.265465 -0.1 0.0 0.1 -0.611
O -1.081809 -0.257483 -1.141378 0.1 0.0 0.0 -0.198
C -0.395764 -2.314867 -2.241010 0.1 0.0 0.0 -0.152
C -0.386913 -2.959472 -3.479445 0.0 0.0 0.0 -0.023
C -0.009441 -4.281870 -3.613733 0.0 0.0 0.0 -0.083
C 0.382741 -4.991003 -2.486167 0.0 0.0 0.0 -0.091
C 0.392189 -4.368586 -1.253147 0.0 0.0 0.0 -0.143
C 0.005306 -3.032402 -1.106732 -0.1 0.0 -0.1 -0.558
S 0.092232 -2.423081 0.550857 0.3 -0.3 0.2 0.669
H -0.695239 -2.374533 -4.334913 0.0 0.0 0.0 0.115
H -0.019016 -4.756007 -4.586464 0.0 0.0 0.0 0.099
H 0.689269 -6.026536 -2.567176 0.0 0.0 0.0 0.100
H 0.715003 -4.913541 -0.374201 0.0 0.0 0.0 0.090
C 3.065261 0.973833 -2.046456 0.0 0.0 0.0 -0.052
C 2.287589 -0.185228 -1.439012 -0.1 0.2 0.0 -0.522
C 3.187680 -1.384792 -1.190966 0.0 0.0 0.0 -0.054
O 1.734968 0.267048 -0.213734 -0.1 -0.1 0.0 -0.358
H 3.471014 0.697800 -3.021329 0.0 0.0 0.0 0.082
H 3.893914 1.258313 -1.393882 0.0 0.0 0.0 0.081
H 2.415781 1.839393 -2.182219 0.0 0.0 0.0 0.065
H 1.497588 -0.464015 -2.139485 -0.1 0.0 0.0 0.115
H 4.020503 -1.097565 -0.542754 0.0 0.0 0.0 0.079
H 3.600824 -1.754670 -2.131834 0.0 0.0 0.0 0.085
H 2.638779 -2.195929 -0.715030 0.0 0.0 0.0 0.045
C -2.603778 5.618817 -0.307388 0.0 0.0 0.0 -0.040
C -1.950604 4.306480 0.008376 0.0 0.0 0.0 -0.256
C -2.535115 3.385037 0.867431 0.1 0.1 -0.1 -0.006
C -1.902162 2.180509 1.112894 -0.2 0.2 0.0 -0.106
N -0.735841 1.856711 0.556966 0.2 0.0 -0.2 -0.028
C -0.166198 2.730729 -0.279222 0.0 0.1 0.0 -0.083
C -0.732092 3.955303 -0.565741 0.0 0.0 0.0 -0.002
H -3.521241 5.755889 0.262111 0.0 0.0 0.0 0.076
H -2.848856 5.674043 -1.369027 0.0 0.0 0.0 0.090
H -1.932113 6.448659 -0.084255 0.0 0.0 0.0 0.086
H -3.486229 3.592199 1.339937 0.0 0.0 0.0 0.114
H -2.338178 1.438532 1.771853 0.0 0.3 -0.2 0.102
H 0.765932 2.410384 -0.725069 0.0 0.0 0.0 0.097
H -0.228201 4.623977 -1.251432 0.0 0.0 0.0 0.121
```
Positions in Å, forces in eV/Å.


This record from OMol25 describes a structure of composition C20H29BF2N12SSr at a distorted geometry. The level of theory is ωB97M-V/def2-TZVPD.

The HOMO energy (alpha / beta) comes out at -5.5 / -4.8 eV. As for the calculated total energy: -56880.259 eV. As for the HOMO-LUMO gap (alpha / beta): 0.2104 / 0.1783 hartree. As for the total charge: 0.

XYZ file:
```
66
Properties=species:S:1:pos:R:3:forces:R:3:lowdin_charge:R:1
Sr -17.046499 2.431713 -4.335387 2.0 -0.3 -0.3 1.395
C -15.101985 -3.691256 -5.569720 0.1 0.0 0.2 -0.088
C -14.251703 -2.984398 -4.524050 -0.2 -0.2 -0.2 -0.248
N -14.066051 -1.580786 -4.894945 1.0 0.0 0.0 -0.052
C -15.065412 -0.690646 -4.584012 -0.1 1.2 0.9 -0.570
S -14.472236 0.645164 -3.325876 0.1 -0.3 -1.2 1.028
N -16.225529 -0.738060 -5.059848 0.2 -0.8 -0.7 -0.011
N -17.239688 0.078573 -4.823884 -0.3 -0.3 0.5 -0.157
C -18.425037 -0.332243 -5.338950 0.5 -0.8 -0.3 -0.289
C -18.472892 -1.629391 -6.095732 -0.1 0.2 0.1 -0.043
C -19.560449 0.447555 -5.075787 -0.6 0.4 0.1 -0.246
C -20.891395 0.006423 -5.339929 0.3 -0.2 -0.1 -0.027
C -21.960396 0.758976 -4.947003 0.1 0.3 0.2 -0.081
C -21.730095 1.992516 -4.314348 -0.1 -0.2 -0.1 -0.071
C -20.422452 2.393232 -4.152907 -0.4 0.3 0.2 -0.160
N -19.358773 1.679239 -4.492524 -0.7 -0.8 -0.2 -0.046
H -15.241580 -4.738534 -5.308193 0.0 -0.1 0.0 0.071
H -14.622994 -3.619361 -6.544616 0.0 0.0 -0.1 0.076
H -16.070398 -3.202389 -5.623298 -0.1 -0.1 -0.1 0.037
H -13.257940 -3.432590 -4.468628 -0.1 0.0 0.0 0.112
H -14.729702 -3.068811 -3.538751 0.1 0.0 0.0 0.117
H -13.158136 -1.215300 -4.633236 -0.2 -0.2 0.0 0.098
H -17.551084 -1.725481 -6.671832 -0.1 -0.1 0.0 0.065
H -19.318441 -1.671706 -6.776162 -0.1 -0.1 0.0 0.067
H -18.519071 -2.474112 -5.400791 0.0 -0.1 -0.1 0.090
H -21.049623 -0.942885 -5.828581 0.0 -0.1 0.0 0.097
H -22.973621 0.419183 -5.113849 0.0 -0.1 0.0 0.103
H -22.542814 2.619872 -3.980986 0.0 0.0 0.0 0.097
H -20.212745 3.362317 -3.718644 0.0 0.1 0.0 0.099
N -14.658577 3.796870 -4.491231 0.1 0.2 0.5 -0.063
C -14.086725 3.840669 -5.829312 0.3 -0.2 -0.3 -0.264
C -13.988101 2.416187 -6.371304 0.3 0.5 -0.1 -0.276
N -15.323796 1.871981 -6.558518 -0.3 -0.3 -0.1 -0.019
H -14.886717 4.733263 -4.173435 0.0 0.0 0.0 0.085
H -13.973241 3.411735 -3.844800 -0.1 0.2 0.0 0.058
H -13.089562 4.308544 -5.851674 -0.2 0.0 -0.1 0.115
H -14.754626 4.420995 -6.473096 0.1 0.0 0.1 0.102
H -13.468001 1.797964 -5.635034 0.1 0.0 -0.1 0.078
H -13.393909 2.414900 -7.297298 0.0 0.0 0.2 0.116
H -15.277604 0.857637 -6.610234 -0.2 0.1 -0.1 0.062
H -15.710733 2.203990 -7.436938 0.0 -0.1 0.1 0.077
N -18.475545 2.389109 -1.068218 0.0 -0.4 0.1 0.165
C -18.615761 3.637272 -1.578353 -0.3 0.7 0.1 -0.498
N -19.340787 4.486340 -0.852386 -0.1 -0.3 0.5 0.151
C -19.454591 5.714658 -1.379788 0.4 -0.1 -0.7 -0.482
N -20.140334 6.639252 -0.660059 -0.2 0.1 0.3 0.137
N -18.973969 6.086765 -2.551453 -0.3 0.5 0.5 0.148
C -18.303818 5.148010 -3.247716 -0.1 0.5 -0.6 -0.339
N -18.031225 3.909924 -2.742606 -0.3 0.1 0.9 -0.029
C -17.990390 5.449186 -4.605042 -0.3 0.2 0.7 -0.257
C -18.189614 6.761781 -5.094221 0.0 0.5 -0.4 -0.032
C -18.001532 7.030836 -6.421380 -0.1 0.0 0.5 -0.088
C -17.621626 5.978538 -7.276641 0.2 -0.3 -0.4 -0.096
C -17.436711 4.731958 -6.721908 0.0 0.2 -0.5 -0.204
N -17.590989 4.443404 -5.436402 -0.2 0.7 -0.5 -0.101
H -19.061417 2.192018 -0.271117 0.1 0.0 -0.1 0.108
H -18.329712 1.634215 -1.722027 -0.1 0.0 0.2 0.076
H -20.712609 6.286044 0.090827 0.1 0.1 -0.1 0.092
H -20.474404 7.437434 -1.175028 0.1 -0.1 0.1 0.095
H -18.502800 7.519680 -4.389499 0.0 0.0 -0.1 0.098
H -18.153379 8.025070 -6.815961 0.0 0.1 0.0 0.098
H -17.480125 6.135214 -8.337243 0.0 0.0 0.0 0.089
H -17.158644 3.888659 -7.347003 0.0 0.0 -0.1 0.091
F -15.723356 1.343188 -1.047909 0.3 0.2 -0.2 0.170
B -15.681079 0.486129 -2.063913 -0.6 -0.6 1.3 -1.117
F -16.573206 -0.492553 -1.992869 -0.1 -0.1 -0.2 0.192
```
Positions in Å, forces in eV/Å.